1.
Formula: C32H29ClN6O3SSr
Source: the OMol25 dataset
Level of theory: ωB97M-V/def2-TZVPD

```
! RIJCOSX wB97M-V def2-TZVPD def2/J DEFGRID3
* xyz -2 1
Sr -1.05 0.30 -1.22
C 2.03 0.37 1.81
C 2.50 1.61 2.26
C 2.47 2.73 1.47
C 1.85 2.48 0.15
N 1.44 1.33 -0.21
C 1.46 0.23 0.57
C 1.67 3.54 -0.93
C 2.23 4.87 -0.86
C 1.88 5.81 -1.85
C 0.98 5.38 -2.90
C 0.34 4.14 -2.67
N 0.72 3.27 -1.75
H 2.20 -0.34 2.48
H 2.90 1.74 3.08
H 2.87 3.65 1.52
H 1.50 -0.67 -0.04
H 2.94 5.07 -0.06
H 2.07 6.87 -1.65
H 0.82 5.96 -3.70
H -0.44 4.02 -3.37
Cl 4.59 -5.27 -4.24
C 3.25 -4.28 -3.51
C 2.36 -3.55 -4.27
C 1.63 -2.63 -3.51
C 1.71 -2.48 -2.13
O 0.97 -1.60 -1.52
C 2.60 -3.32 -1.36
C 2.93 -3.27 -0.03
O 2.48 -2.50 0.86
C 3.26 -4.29 -2.11
H 2.28 -3.55 -5.39
H 1.01 -1.98 -4.03
H 3.75 -3.93 0.33
H 4.10 -4.83 -1.65
C -4.93 3.53 2.76
C -5.70 2.54 2.19
C -5.17 1.54 1.35
C -3.89 1.60 0.89
C -3.05 2.69 1.41
C -3.62 3.60 2.47
N -3.38 0.94 -0.51
N -4.37 0.54 -1.21
C -4.28 -0.05 -2.37
C -5.63 -0.44 -3.11
C -5.48 -0.85 -4.66
C -4.23 -1.02 -5.12
C -2.98 -0.67 -4.34
C -3.07 -0.27 -3.08
H -5.55 4.59 2.97
H -6.87 2.89 2.19
H -5.73 0.85 0.77
H -6.01 0.29 -2.68
H -2.94 4.40 2.89
H -5.47 -1.54 -2.59
H -6.31 -1.21 -5.24
H -4.24 -1.47 -6.08
H -1.98 -0.91 -4.81
O -1.85 2.89 0.95
C 0.66 -3.02 3.40
N 1.95 -2.44 3.66
C 2.48 -2.38 4.88
S 1.45 -2.31 6.28
N 3.83 -2.39 4.90
C 4.44 -2.89 6.15
H -0.23 -2.11 3.40
H 0.44 -3.78 4.16
H 0.72 -3.64 2.34
H 2.38 -2.43 2.65
H 4.25 -2.86 4.08
H 4.42 -4.05 6.25
H 4.02 -2.30 7.02
H 5.59 -2.74 6.23
*
```

largest force on an atom	11.95	eV/Å
lowest unoccupied orbital energy	3.462	eV
energy relative to the best compared isomer or geometry (same formula, charge and spin)	9.803	eV
E_tot	-2679.79375	hartree
gap between HOMO and LUMO	3.189	eV
HOMO energy	0.273	eV

Löwdin atomic charge list, values in e, 8 entries:
1 Sr 1.40
2 C -0.01
3 C -0.02
4 C 0.06
5 C -0.20
6 N 0.04
7 C -0.13
8 C -0.20


2.
Formula: C28H20Cl2CoN3O5
Source: the OMol25 dataset
Level of theory: ωB97M-V/def2-TZVPD

```
! RIJCOSX wB97M-V def2-TZVPD def2/J DEFGRID3
* xyz -1 4
Co 0.54 0.87 0.19
O 3.27 -1.95 1.66
C 3.91 -2.65 0.70
C 5.20 -3.09 0.98
C 5.93 -3.85 0.09
C 5.37 -4.20 -1.14
C 4.10 -3.75 -1.44
C 3.36 -2.98 -0.55
C 1.64 -1.34 -0.76
O 1.14 -1.08 0.45
N 0.84 -0.85 -1.94
N -0.21 -0.08 -1.45
C -1.37 -0.60 -1.41
C -2.49 0.07 -0.75
C -3.77 -0.33 -1.13
C -4.91 0.23 -0.59
C -4.76 1.22 0.39
C -3.50 1.62 0.80
C -2.33 1.06 0.26
O -1.18 1.47 0.74
H 2.37 -1.65 1.35
H 5.61 -2.82 1.95
H 6.93 -4.18 0.35
H 5.92 -4.79 -1.85
H 3.62 -3.99 -2.38
H -1.54 -1.57 -1.89
H -3.86 -1.10 -1.89
H -5.90 -0.09 -0.90
H -5.63 1.68 0.84
H -3.38 2.37 1.57
Cl 3.93 -3.89 -5.18
C 2.28 -3.45 -4.81
C 1.43 -4.44 -4.36
C 0.12 -4.12 -4.05
C -0.32 -2.83 -4.24
C 0.53 -1.85 -4.71
Cl -0.16 -0.29 -5.03
C 1.89 -2.11 -4.98
N 2.80 -1.19 -5.44
C 2.87 0.20 -5.09
C 2.80 1.12 -6.13
C 2.87 2.48 -5.88
C 3.00 2.92 -4.57
C 3.09 2.00 -3.54
C 3.05 0.63 -3.77
C 3.23 -0.33 -2.61
C 2.17 -0.19 -1.54
O 2.08 -2.66 -0.96
O 2.12 1.00 -0.90
H 1.81 -5.44 -4.24
H -0.55 -4.88 -3.67
H -1.35 -2.55 -4.03
H 3.69 -1.59 -5.70
H 2.66 0.75 -7.14
H 2.80 3.19 -6.70
H 3.03 3.98 -4.35
H 3.19 2.33 -2.51
H 4.19 -0.13 -2.14
H 3.25 -1.36 -2.96
*
```

largest force on an atom	0.39	eV/Å
lowest unoccupied orbital energy (spin up / spin down)	2.576 / 2.576	eV
energy relative to the best compared isomer or geometry (same formula, charge and spin)	0.058	eV
<S²>	3.76
E_tot	-3922.70563	hartree
gap between HOMO and LUMO (spin up / spin down)	7.333 / 7.566	eV
HOMO energy (spin up / spin down)	-4.757 / -4.990	eV

Löwdin atomic charge list, values in e, 8 entries:
1 Co 0.86
2 O 0.05
3 C -0.25
4 C -0.03
5 C -0.12
6 C -0.11
7 C -0.03
8 C -0.19


3.
Formula: C20H19AsN2O10STeTi
Source: the OMol25 dataset
Level of theory: ωB97M-V/def2-TZVPD

```
! RIJCOSX wB97M-V def2-TZVPD def2/J DEFGRID3
* xyz -2 3
Ti -0.22 1.83 -0.78
O 6.19 3.34 -1.09
C 5.00 3.99 -0.89
O 4.96 5.17 -0.97
C 3.89 3.08 -0.53
C 3.97 2.08 0.43
N 2.77 1.49 0.50
N 1.93 2.05 -0.36
C 2.55 3.02 -0.99
C 1.68 3.77 -1.99
O 2.18 4.59 -2.73
O 0.45 3.40 -1.89
H 6.00 2.39 -1.17
H 4.78 1.79 1.07
H 2.39 0.85 1.20
O -4.75 2.07 -0.13
As -3.15 2.47 0.54
O -3.09 4.05 0.92
O -2.17 2.03 -0.80
C -3.05 1.17 1.94
C -4.26 0.83 2.53
C -4.36 -0.07 3.58
C -3.17 -0.69 4.08
C -1.96 -0.38 3.53
C -1.84 0.56 2.48
S -0.34 0.84 1.77
O -0.20 0.13 0.44
O 0.77 0.46 2.64
O -0.32 2.27 1.33
H -4.70 2.27 -1.07
H -5.17 1.28 2.14
H -5.33 -0.30 4.00
H -3.22 -1.40 4.89
H -1.05 -0.85 3.90
C -0.06 -5.40 0.08
C 0.04 -4.10 -0.69
C 1.24 -3.66 -1.22
C 1.35 -2.46 -1.91
C 2.71 -2.04 -2.40
C 0.21 -1.66 -2.09
Te 0.37 0.24 -3.06
C -1.01 -2.08 -1.55
C -2.26 -1.25 -1.63
C -1.07 -3.29 -0.86
H 0.93 -5.85 0.20
H -0.69 -6.12 -0.44
H -0.48 -5.24 1.07
H 2.14 -4.27 -1.08
H 3.39 -2.89 -2.43
H 3.14 -1.28 -1.74
H 2.65 -1.59 -3.39
H -2.14 -0.33 -1.06
H -3.12 -1.79 -1.23
H -2.46 -0.95 -2.66
H -2.02 -3.60 -0.43
*
```

largest force on an atom	1.49	eV/Å
lowest unoccupied orbital energy (spin up / spin down)	4.016 / 4.015	eV
energy relative to the best compared isomer or geometry (same formula, charge and spin)	1.496	eV
<S²>	2.02
E_tot	-5387.13994	hartree
gap between HOMO and LUMO (spin up / spin down)	3.638 / 6.152	eV
HOMO energy (spin up / spin down)	0.378 / -2.137	eV

Löwdin atomic charge list, values in e, 8 entries:
1 Ti 0.78
2 O 0.08
3 C -0.47
4 O 0.14
5 C -0.06
6 C -0.01
7 N 0.07
8 N -0.01


4.
Formula: C3H10N4
Source: the OMol25 dataset
Level of theory: ωB97M-V/def2-TZVPD

```
! RIJCOSX wB97M-V def2-TZVPD def2/J DEFGRID3
* xyz 0 1
C 1.89 -0.92 0.80
C 0.46 2.16 -0.46
N 0.32 0.73 -0.21
N -1.02 0.38 0.09
N 2.07 -1.63 -0.24
C -2.49 -1.32 -0.17
N -1.53 -0.62 -0.62
H -1.20 0.41 1.09
H 0.61 0.17 -1.04
H 1.46 -2.44 -0.31
H 1.16 -1.12 1.59
H 2.58 -0.10 0.97
H -0.19 2.52 -1.26
H 1.50 2.35 -0.72
H 0.22 2.69 0.46
H -2.91 -1.20 0.83
H -2.92 -2.05 -0.82
*
```

largest force on an atom	1.02	eV/Å
lowest unoccupied orbital energy	0.983	eV
energy relative to the best compared isomer or geometry (same formula, charge and spin)	3.631	eV
E_tot	-339.19450	hartree
gap between HOMO and LUMO	9.008	eV
SMILES	C=NNNC.C=N
HOMO energy	-8.025	eV

Löwdin atomic charge list, values in e, 8 entries:
1 C -0.20
2 C -0.11
3 N -0.16
4 N -0.12
5 N 0.00
6 C -0.08
7 N -0.07
8 H 0.14


5.
Formula: C6H10O
Source: the OMol25 dataset
Level of theory: ωB97M-V/def2-TZVPD

```
! RIJCOSX wB97M-V def2-TZVPD def2/J DEFGRID3
* xyz 0 1
O 1.90 -1.00 1.06
C 1.23 -0.47 -0.08
C -0.07 -1.27 -0.27
C -1.32 -0.58 0.27
C -1.44 0.83 -0.33
C -0.18 1.61 -0.07
C 1.01 1.01 0.07
H 2.76 -0.56 1.12
H 1.86 -0.63 -0.96
H 0.08 -2.23 0.23
H -0.20 -1.50 -1.33
H -1.24 -0.49 1.36
H -2.21 -1.17 0.03
H -1.60 0.76 -1.41
H -2.31 1.35 0.09
H -0.24 2.69 0.01
H 1.90 1.61 0.29
*
```

largest force on an atom	0.31	eV/Å
lowest unoccupied orbital energy	0.992	eV
energy relative to the best compared isomer or geometry (same formula, charge and spin)	0.110	eV
E_tot	-309.83831	hartree
gap between HOMO and LUMO	10.472	eV
SMILES	O[C@@H]1C=CCCC1
HOMO energy	-9.480	eV

Löwdin atomic charge list, values in e, 8 entries:
1 O -0.04
2 C -0.39
3 C -0.15
4 C -0.20
5 C -0.20
6 C -0.09
7 C -0.06
8 H 0.09


6.
Formula: C14H38AgBrN2O4
Source: the OMol25 dataset
Level of theory: ωB97M-V/def2-TZVPD

```
! RIJCOSX wB97M-V def2-TZVPD def2/J DEFGRID3
* xyz 1 2
Ag 1.67 -1.28 -3.36
Br -0.21 -0.69 -1.47
C -3.36 -3.32 -0.86
C -2.19 -4.27 -1.13
C -2.09 -4.62 -2.60
O -0.98 -3.70 -0.64
H -3.55 -2.70 -1.74
H -3.22 -2.64 -0.02
H -4.31 -3.80 -0.62
H -2.42 -5.16 -0.55
H -1.94 -3.71 -3.19
H -2.95 -5.22 -2.91
H -1.25 -5.25 -2.90
H -0.77 -2.86 -1.10
C -3.47 4.01 -1.91
C -2.21 3.17 -1.78
C -1.04 3.93 -1.16
O -2.56 2.03 -0.99
H -3.74 4.46 -0.95
H -4.27 3.34 -2.23
H -3.33 4.82 -2.62
H -1.91 2.82 -2.78
H -0.73 4.72 -1.84
H -0.17 3.26 -1.09
H -1.33 4.31 -0.18
H -1.85 1.38 -1.06
C 3.12 -2.49 0.07
C 3.24 -1.05 -0.32
C 4.39 -0.39 0.45
O 4.65 0.94 0.05
C 4.13 1.91 0.94
N 3.48 -0.86 -1.76
H 2.67 -2.62 1.05
H 4.12 -2.94 0.16
H 2.62 -3.08 -0.69
H 2.36 -0.49 0.01
H 5.33 -0.93 0.26
H 4.29 -0.48 1.54
H 4.51 1.77 1.96
H 3.03 1.87 1.04
H 4.38 2.88 0.53
H 3.78 0.10 -1.93
H 4.33 -1.37 -2.00
C 0.12 -0.89 2.69
C -1.15 -0.02 2.50
C -0.89 1.40 2.04
O -0.10 2.03 3.01
C -0.03 3.43 2.82
N -1.98 -0.77 1.63
H 0.68 -1.21 1.81
H -0.21 -1.79 3.21
H 0.81 -0.35 3.34
H -1.57 0.05 3.51
H -1.84 1.93 1.85
H -0.36 1.46 1.09
H 0.21 3.73 1.79
H 0.76 3.83 3.45
H -1.00 3.89 3.06
H -1.64 -0.76 0.65
H -2.08 -1.77 1.86
*
```

largest force on an atom	2.31	eV/Å
lowest unoccupied orbital energy (spin up / spin down)	-3.736 / -7.316	eV
<S²>	0.75
E_tot	-3687.34290	hartree
gap between HOMO and LUMO (spin up / spin down)	8.610 / 5.024	eV
HOMO energy (spin up / spin down)	-12.345 / -12.340	eV

Löwdin atomic charge list, values in e, 8 entries:
1 Ag 0.58
2 Br 0.08
3 C -0.06
4 C -0.49
5 C -0.06
6 O -0.14
7 H 0.08
8 H 0.04


7.
Formula: C25H71BNO15
Source: the OMol25 dataset
Level of theory: ωB97M-V/def2-TZVPD

```
! RIJCOSX wB97M-V def2-TZVPD def2/J DEFGRID3
* xyz -1 1
C 0.24 -2.41 5.86
C 0.21 -2.09 4.58
B 0.58 -2.02 2.95
C -0.41 -0.81 2.35
C -1.94 -1.27 2.17
C -2.30 -1.90 0.73
O -1.36 -1.50 -0.32
N 0.23 -3.36 2.25
C 0.78 -3.45 1.09
O 1.36 -3.24 -0.03
O 1.96 -1.56 2.69
C 2.96 -2.32 3.42
C 4.12 -2.71 2.32
C 4.83 -4.06 2.94
C 5.26 -1.59 2.19
C 4.76 -0.37 1.22
C 5.39 1.04 1.73
C 5.14 -0.67 -0.35
H 0.37 -2.35 7.01
H 0.05 -0.30 1.42
H -0.41 0.00 3.19
H -2.33 -1.97 3.00
H -2.58 -0.30 2.27
H -3.37 -1.59 0.37
H -2.28 -3.05 0.86
H -1.20 -2.31 -0.88
H 3.45 -1.63 4.19
H 2.59 -3.33 3.83
H 3.63 -2.99 1.30
H 5.84 -4.19 2.42
H 4.93 -3.98 4.09
H 4.11 -4.93 2.70
H 5.66 -1.22 3.20
H 6.15 -2.08 1.64
H 3.60 -0.30 1.22
H 6.37 0.79 2.27
H 4.65 1.44 2.53
H 5.50 1.75 0.84
H 5.81 -1.61 -0.46
H 4.16 -0.81 -0.96
H 5.72 0.26 -0.75
C 3.11 4.26 3.31
O 4.01 3.78 2.32
H 2.53 3.42 3.69
H 3.67 4.71 4.13
H 2.43 4.99 2.86
H 4.51 4.55 2.00
C 4.33 -0.02 -3.88
O 5.67 0.22 -3.46
H 3.96 -0.92 -3.39
H 3.71 0.83 -3.60
H 4.31 -0.16 -4.96
H 5.98 1.02 -3.91
C -0.47 3.33 2.65
O -0.46 4.71 2.99
H 0.45 2.87 3.00
H -1.33 2.84 3.12
H -0.54 3.23 1.56
H -1.28 5.10 2.67
C -1.36 0.81 5.59
O -1.37 2.20 5.86
H -2.04 0.60 4.76
H -0.35 0.50 5.31
H -1.69 0.26 6.48
H -0.76 2.35 6.60
C -3.47 -5.22 -1.48
O -3.65 -4.54 -0.24
H -2.70 -4.70 -2.05
H -3.14 -6.24 -1.28
H -4.40 -5.22 -2.04
H -4.33 -5.01 0.25
C 1.30 1.18 -5.43
O 2.49 1.95 -5.34
H 1.47 0.35 -6.12
H 1.03 0.79 -4.45
H 0.49 1.81 -5.82
H 2.32 2.68 -4.73
C -1.83 1.66 -8.28
O -0.50 1.91 -7.87
H -2.19 0.76 -7.79
H -2.47 2.51 -8.00
H -1.86 1.52 -9.37
H -0.20 2.71 -8.31
C -0.99 2.28 -1.47
O -0.37 1.24 -2.20
H -0.79 3.23 -1.97
H -2.07 2.11 -1.44
H -0.59 2.32 -0.46
H -0.56 0.41 -1.74
C -6.89 -2.59 -0.05
O -6.69 -3.50 -1.11
H -7.93 -2.25 -0.07
H -6.68 -3.08 0.90
H -6.23 -1.73 -0.18
H -5.77 -3.79 -1.08
C -5.43 -1.30 4.37
O -4.21 -0.59 4.50
H -5.28 -2.13 3.68
H -5.73 -1.69 5.35
H -6.20 -0.63 3.98
H -4.36 0.14 5.12
C -1.23 5.91 -7.33
O -0.32 5.45 -8.32
H -1.80 5.06 -6.95
H -0.67 6.37 -6.51
H -1.92 6.64 -7.78
H 0.17 6.22 -8.65
C -4.44 0.33 -1.89
O -3.41 -0.56 -2.29
H -4.91 0.75 -2.79
H -5.20 -0.22 -1.32
H -4.02 1.13 -1.29
H -3.02 -0.92 -1.48
*
```

largest force on an atom	7.91	eV/Å
lowest unoccupied orbital energy	1.842	eV
E_tot	-2203.02107	hartree
gap between HOMO and LUMO	7.196	eV
HOMO energy	-5.354	eV

Löwdin atomic charge list, values in e, 8 entries:
1 C 0.02
2 C 0.00
3 B -0.92
4 C -0.11
5 C -0.18
6 C -0.23
7 O -0.13
8 N 0.22


8.
Formula: C26H60BN5O9P
Source: the OMol25 dataset
Level of theory: ωB97M-V/def2-TZVPD

```
! RIJCOSX wB97M-V def2-TZVPD def2/J DEFGRID3
* xyz 1 1
C 5.82 -4.37 -2.04
O 6.10 -3.67 -3.27
B 4.93 -3.09 -3.83
O 4.50 -3.60 -5.05
C 4.22 -1.86 -3.05
C 5.07 -1.15 -2.08
C 4.54 0.01 -1.36
C 3.14 0.42 -1.63
P 2.53 1.92 -0.73
O 1.22 1.75 -0.05
O 3.65 2.26 0.47
O 2.54 3.27 -1.71
C 2.35 -0.37 -2.59
C 0.90 0.09 -2.88
C -0.15 -0.25 -1.74
N 0.35 -1.22 -0.72
N 2.89 -1.47 -3.26
O 2.19 -2.21 -4.15
C 1.21 -3.07 -3.52
C 1.80 -4.27 -2.68
C 2.26 -3.81 -1.21
C 0.70 -5.41 -2.44
C 0.20 -6.09 -3.80
C 1.29 -6.60 -1.55
H 6.77 -4.91 -1.77
H 5.62 -3.68 -1.17
H 4.98 -5.11 -2.12
H 5.13 -4.31 -5.29
H 6.13 -1.49 -1.95
H 5.21 0.56 -0.65
H 3.68 1.42 0.98
H 3.10 3.94 -1.25
H 0.83 1.19 -3.11
H 0.54 -0.42 -3.82
H -1.04 -0.74 -2.24
H -0.56 0.65 -1.22
H -0.12 -2.13 -0.88
H -0.06 -0.91 0.17
H 0.46 -2.55 -2.88
H 0.62 -3.53 -4.37
H 2.65 -4.81 -3.21
H 3.29 -4.20 -0.96
H 2.31 -2.70 -1.09
H 1.54 -4.18 -0.42
H -0.15 -4.96 -1.86
H -0.93 -5.98 -3.81
H 0.68 -5.64 -4.70
H 0.40 -7.19 -3.75
H 0.53 -7.44 -1.57
H 1.36 -6.29 -0.46
H 2.28 -6.93 -1.97
C -5.69 -6.94 -0.99
C -4.51 -6.67 -1.92
C -3.14 -6.94 -1.27
O -2.71 -5.93 -0.37
C -3.26 -6.04 0.94
N -4.61 -5.30 -2.42
H -5.82 -6.15 -0.24
H -6.62 -6.99 -1.56
H -5.57 -7.89 -0.46
H -4.61 -7.36 -2.77
H -2.39 -6.96 -2.07
H -3.11 -7.93 -0.79
H -3.40 -7.08 1.24
H -4.20 -5.49 1.00
H -2.56 -5.57 1.63
H -3.88 -5.15 -3.11
H -4.35 -4.67 -1.66
C 2.16 7.26 1.09
C 1.80 5.79 0.90
C 0.38 5.43 1.38
O 0.25 5.32 2.78
C 0.07 6.56 3.46
N 2.82 4.97 1.56
H 2.38 7.51 2.13
H 3.04 7.52 0.50
H 1.34 7.91 0.76
H 1.85 5.59 -0.18
H 0.14 4.44 0.98
H -0.36 6.12 0.97
H -0.51 7.27 2.87
H 1.04 6.99 3.73
H -0.46 6.36 4.39
H 2.64 3.99 1.36
H 2.66 5.04 2.57
C -5.61 8.03 4.92
C -4.45 8.75 5.61
C -3.07 8.15 5.26
O -2.77 6.93 5.93
C -3.33 5.78 5.33
N -4.69 8.76 7.06
H -5.84 7.07 5.39
H -6.52 8.64 4.98
H -5.40 7.86 3.87
H -4.46 9.78 5.25
H -2.31 8.86 5.59
H -2.94 8.04 4.18
H -3.37 5.85 4.24
H -4.33 5.59 5.73
H -2.71 4.92 5.60
H -3.96 9.31 7.50
H -4.51 7.81 7.40
*
```

largest force on an atom	4.17	eV/Å
lowest unoccupied orbital energy	-4.734	eV
energy relative to the best compared isomer or geometry (same formula, charge and spin)	0.000	eV
E_tot	-2343.55261	hartree
gap between HOMO and LUMO	5.575	eV
HOMO energy	-10.309	eV

Löwdin atomic charge list, values in e, 8 entries:
1 C -0.08
2 O -0.02
3 B -0.52
4 O 0.19
5 C 0.05
6 C 0.05
7 C 0.04
8 C -0.10


Look up the E_tot of the fifth one.
-309.83831 hartree